{
  "formula": "C37H67BEuFGeN4O7",
  "method": "wB97M-V/def2-TZVPD",
  "fmax_ha_per_bohr": 0.0462,
  "charge": 1,
  "spin_multiplicity": 8,
  "homo_ev": [-8.45, -9.47],
  "species": ["Eu", "Ge", "F", "O", "O", "O", "O", "O", "O", "O", "N", "N", "N", "N", "C", "C", "C", "C", "C", "C", "C", "C", "C", "C", "C", "C", "C", "C", "C", "C", "C", "C", "C", "C", "C", "C", "C", "C", "C", "C", "C", "C", "C", "C", "C", "C", "C", "C", "C", "C", "C", "B", "H", "H", "H", "H", "H", "H", "H", "H", "H", "H", "H", "H", "H", "H", "H", "H", "H", "H", "H", "H", "H", "H", "H", "H", "H", "H", "H", "H", "H", "H", "H", "H", "H", "H", "H", "H", "H", "H", "H", "H", "H", "H", "H", "H", "H", "H", "H", "H", "H", "H", "H", "H", "H", "H", "H", "H", "H", "H", "H", "H", "H", "H", "H", "H", "H", "H", "H"],
  "coordinates": [[1.048679, 0.270228, 0.112335], [4.258143, 0.497756, -0.664640], [0.158450, -1.399408, 1.615758], [-2.067854, 6.470436, 2.739406], [-3.457106, -2.709478, -1.255506], [3.305299, 1.696696, 0.496554], [3.261385, -0.828057, 0.316016], [-1.734827, -1.370417, -2.000984], [2.752534, 0.586562, -1.795028], [-2.170375, 6.633537, -2.567604], [-0.795294, -4.055258, 4.269884], [-0.890495, 1.971238, -1.411125], [-3.013785, -2.945878, 3.713081], [-0.308535, 2.056867, 1.308687], [-1.990395, 5.307393, 3.536126], [4.127892, 1.889519, 2.738219], [5.200404, 3.212066, 0.925775], [-1.377949, 4.205151, 2.744558], [-0.771655, 3.204055, -0.801390], [-2.217991, -3.212160, 2.506945], [1.440341, 0.456595, -3.726992], [-0.719444, 3.197666, 0.667289], [-1.888448, -2.436869, -3.011472], [3.827301, 0.921801, -3.915843], [4.766059, -2.688318, -0.128356], [3.054336, -2.769555, 1.613801], [-3.232946, -4.199376, 4.387371], [-1.041680, 4.360875, -1.507828], [-0.813325, -3.719648, 2.816942], [-1.939168, -4.997002, 4.547133], [-3.480551, -4.500260, -2.927515], [-1.782006, -1.846164, -4.403684], [3.384066, -2.239107, 0.229048], [2.862659, 3.741988, 1.600554], [-1.586073, 3.077901, -3.423666], [2.406304, 2.679103, -2.978338], [3.881113, 2.617345, 1.450011], [-2.009659, 5.586014, -3.482037], [2.393917, -2.774237, -0.815028], [-1.459072, 4.337839, -2.804381], [-0.404145, 2.021121, 2.655100], [-3.312658, -3.017589, -2.691053], [-0.941786, 3.030733, 3.396189], [-1.309844, 1.941244, -2.677414], [-1.164741, 4.319945, 1.409803], [-2.811959, -0.614080, 0.168766], [2.598202, 1.171844, -3.050594], [-0.829864, -3.478295, -2.792821], [-2.197469, -2.077184, 4.544586], [-4.476292, -2.330641, -3.369990], [-0.922154, -2.782137, 5.032726], [-2.682856, -1.619569, -0.999904], [-1.325611, 5.901018, -4.277022], [4.846186, 1.028836, 2.563065], [1.126461, 0.960261, -4.681649], [-2.834311, -3.827075, 1.812403], [2.715155, 4.126113, 0.613896], [-0.870164, -4.219679, -3.608335], [-4.483549, -4.835160, -2.625953], [1.915686, 3.371731, 2.015742], [-2.779680, -5.021317, -2.285795], [-3.306202, -4.681166, -4.003466], [-0.756679, -1.487298, -4.589381], [-1.047395, 2.913423, 4.465690], [-2.033864, -2.278199, 1.941388], [-2.011448, -2.585658, -5.183454], [3.048225, -3.856040, 1.612797], [4.632513, 1.598412, -3.580695], [4.943404, -2.444246, -1.179139], [-0.536136, -4.639263, 2.269950], [-5.360318, -2.817147, -2.980559], [-1.467948, 5.249523, 0.943455], [-1.349850, 5.549337, 4.391030], [-1.991454, 3.004088, -4.447896], [2.553071, -3.799734, -1.117129], [-1.012949, -3.963043, -1.838935], [-1.457749, 0.934507, -3.012675], [2.262434, 3.049384, -3.990355], [1.465407, 2.863378, -2.459560], [-2.788148, -1.736769, 5.423136], [4.239018, -0.105117, -3.798245], [-0.067129, -2.949459, 2.643338], [5.967279, 2.417664, 0.867181], [0.105226, -4.473511, 4.516194], [-0.979477, -3.005535, 6.082658], [-2.032032, 7.217084, 3.347568], [-4.491475, -2.513208, -4.458156], [3.192731, 1.408676, 3.044703], [1.342029, -2.698508, -0.499244], [-1.924195, -0.648286, 0.829180], [-3.675490, -4.023811, 5.374657], [-1.838962, -5.418263, 5.554571], [4.517093, 2.486123, 3.554815], [0.546873, 0.460810, -3.080277], [5.524089, -2.206698, 0.503955], [-4.459938, -1.246719, -3.133898], [-1.965904, -1.228678, 3.938781], [-3.709459, -0.874423, 0.710538], [-1.870604, -5.782173, 3.782726], [2.458509, -2.172530, -1.726232], [3.844252, -2.439340, 2.287052], [-2.482837, -1.017095, -4.482360], [3.244512, 4.549750, 2.263961], [1.741000, -0.586056, -3.926334], [5.023554, 3.670260, -0.049307], [0.021583, -2.234818, 4.907767], [-0.975653, 5.335173, -1.051071], [3.581935, 1.051594, -4.944938], [0.174905, -3.056735, -2.771196], [-2.980414, 5.014687, 3.882915], [2.085973, -2.469648, 1.963140], [-2.826220, 0.376635, -0.266039], [-3.934747, -4.788476, 3.791103], [4.902670, -3.760778, 0.018554], [3.202199, 3.208298, -2.446516], [-3.091072, 6.823451, -2.400762], [-2.944347, 5.316703, -3.994092], [5.565948, 4.043556, 1.557861], [-0.051192, 1.108359, 3.075383]],
  "forces_ev_per_a": [[0.204, -0.474, -0.159], [-0.152, 0.146, 0.584], [0.036, 0.648, -0.289], [-0.191, 0.370, 0.050], [-0.146, -0.349, -0.462], [0.139, 0.380, 0.143], [0.304, -0.093, -0.161], [-0.527, -0.776, -0.453], [-0.630, -0.295, 0.625], [0.358, 0.385, 0.109], [0.110, -0.343, 0.355], [0.288, 1.448, 1.074], [0.922, 0.096, -0.299], [-0.801, 1.841, -0.376], [0.423, 0.628, 0.096], [0.417, -1.931, 0.107], [-0.003, 0.036, 0.099], [0.755, -0.999, 1.345], [-0.876, -1.750, -1.348], [-0.803, 0.845, -1.698], [-0.915, 0.238, -0.455], [0.794, -0.506, 1.938], [-0.411, 0.241, 0.089], [1.211, -0.553, 1.126], [0.918, 0.153, -0.309], [0.454, -0.528, 0.076], [-0.759, -0.426, 0.299], [0.540, 0.769, 0.834], [0.299, -1.121, -0.277], [0.464, -0.360, 0.060], [0.200, 0.014, 0.233], [0.223, 0.237, 0.000], [-0.936, -0.244, 0.379], [0.364, 0.036, 1.061], [-0.353, 0.547, -0.224], [-1.000, -0.194, 0.238], [0.124, 0.193, -0.667], [0.254, -0.525, -0.366], [-0.624, 0.588, -0.336], [-0.923, -1.123, -1.357], [-0.052, 0.163, -1.383], [-0.116, 0.221, 0.432], [-0.561, 0.651, 0.067], [0.333, 0.405, 0.528], [-0.206, -0.525, -1.479], [0.558, -0.601, 0.290], [0.892, -0.214, -0.910], [0.320, -0.391, -0.110], [-0.649, 0.330, 0.953], [0.250, 0.645, -0.356], [0.344, 0.275, 0.177], [1.050, 0.439, -0.786], [0.066, 0.069, 0.108], [-0.655, 0.978, 0.158], [0.408, -0.505, 0.704], [0.636, -0.039, 0.587], [-0.377, 0.497, -0.603], [0.054, 0.154, 0.418], [0.235, 0.230, -0.309], [0.203, 0.079, -0.147], [0.164, -0.434, -0.284], [-0.068, -0.305, 0.556], [-0.352, -0.035, 0.120], [-0.003, 0.057, 0.067], [-0.357, -0.382, 0.518], [-0.025, 0.111, 0.277], [0.173, -0.342, -0.070], [-0.173, -0.155, -0.472], [0.359, -0.062, 0.048], [-0.163, 0.420, 0.186], [-0.392, 0.319, 0.204], [0.091, -0.231, -0.152], [-0.131, -0.447, 0.172], [0.282, -0.065, 0.644], [0.225, -0.410, 0.150], [0.188, -0.244, 0.132], [-0.120, -0.253, -0.620], [0.268, 0.301, -0.093], [-0.073, 0.250, 0.205], [0.352, -0.191, -0.544], [-0.487, 0.452, 0.009], [0.015, 0.200, -0.209], [-0.234, 0.521, -0.124], [-0.313, -0.106, -0.126], [-0.125, -0.407, 0.491], [-0.096, 0.059, -0.314], [0.181, 0.288, 0.386], [0.011, 0.104, 0.185], [0.195, 0.005, 0.295], [-0.379, 0.002, -0.202], [-0.051, 0.090, -0.240], [0.138, 0.050, -0.308], [0.030, 0.321, 0.040], [0.451, -0.201, -0.178], [-0.187, 0.107, -0.220], [-0.288, -0.549, -0.332], [0.302, 0.697, -0.268], [-0.266, 0.392, 0.437], [0.119, 0.092, 0.393], [0.235, 0.047, -0.033], [-0.098, 0.058, 0.232], [0.065, 0.092, -0.235], [-0.229, -0.468, -0.399], [-0.218, 0.361, -0.007], [0.126, -0.256, -0.181], [-0.413, 0.062, -0.329], [-0.014, 0.004, 0.250], [0.054, 0.382, -0.845], [-0.063, 0.191, -0.065], [-0.125, -0.141, 0.164], [-0.455, 0.566, 0.084], [-0.286, 0.365, 0.049], [-0.025, 0.025, 0.201], [-0.212, -0.047, -0.160], [0.024, -0.213, -0.210], [-0.289, -0.074, -0.040], [0.110, 0.052, 0.221], [-0.148, -0.575, 0.007], [0.218, -0.559, 0.515]]
}